#a
ORCA calculation (ωB97M-V/def2-TZVPD) on a single C3H7NOS molecule.

Highest occupied orbital energy, Ha: -0.338
Frontier orbital gap, hartree: 0.369
Net charge: 0

Each line ends with the Mulliken charge.
Positions of all 13 atoms, in Å:
C  -1.2347  0.6884  -0.6494  -0.55
C  -1.0293  -0.7969  -0.2448  -0.75
C  -0.0430  0.2287  0.1722  0.14
N  2.3362  1.1999  0.3608  -0.63
O  1.9362  -1.4803  0.1635  -0.52
S  1.5683  0.1812  -0.5346  0.34
H  -1.0050  1.0654  -1.5476  0.33
H  -1.9405  1.2653  -0.0457  0.20
H  -1.5853  -1.3005  0.4417  0.26
H  -0.7404  -1.4669  -1.1011  0.29
H  0.2328  0.4555  1.3016  0.33
H  3.2514  1.4928  0.0613  0.25
H  1.2394  -1.9475  -0.1990  0.31

***

#b
ORCA calculation (ωB97M-V/def2-TZVPD) on a single C3H7NOS molecule.

Highest occupied orbital energy, Ha: -0.342
Frontier orbital gap, hartree: 0.371
Net charge: 0

Each line ends with the Mulliken charge.
Positions of all 13 atoms, in Å:
N  -0.7563  -0.5390  -1.1895  -0.58
C  0.3550  0.4632  -1.3099  -0.25
C  0.9548  0.5124  0.0957  -0.88
S  -0.1574  1.0810  1.2981  -0.14
C  -0.4119  -0.5537  2.1361  0.03
O  0.1698  -1.5475  1.7982  -0.43
H  -1.4051  -0.0822  -0.4051  0.16
H  -1.4092  -0.6829  -1.9744  0.25
H  1.0859  0.1873  -2.1138  0.33
H  -0.0820  1.5662  -1.6578  0.19
H  1.8530  0.8383  0.1532  0.63
H  0.8425  -0.6752  0.1670  0.28
H  -1.0391  -0.5679  3.0020  0.40

***

#c
ORCA calculation (ωB97M-V/def2-TZVPD) on a single C3H7NOS molecule.

Highest occupied orbital energy, Ha: -0.306
Frontier orbital gap, hartree: 0.329
Net charge: 0

Each line ends with the Mulliken charge.
Positions of all 13 atoms, in Å:
C  -1.5146  1.7159  0.0671  -0.86
N  -0.2160  1.0922  -0.1450  -0.13
C  0.0071  -0.2109  -0.0744  0.36
S  -1.1164  -1.3925  0.0735  -0.37
C  1.4584  -0.5622  -0.2467  -0.57
O  2.3694  0.4585  0.1751  -0.54
H  -1.5381  2.5408  -0.6536  0.32
H  -1.5991  2.0215  1.0959  0.29
H  -2.3411  1.0537  -0.1915  0.30
H  0.6122  1.5690  -0.4250  0.26
H  1.5885  -0.7223  -1.3118  0.25
H  1.6034  -1.4750  0.3403  0.38
H  2.3880  0.3220  1.1069  0.31

***

Winner for stability: #c

***

#a
ORCA calculation (ωB97M-V/def2-TZVPD) on a molecular structure, C3H6BrI.

Highest occupied orbital energy, Ha: -0.345
Frontier orbital gap, hartree: 0.311
Net charge: 0

Each line ends with the Mulliken charge.
Positions of all 11 atoms, in Å:
C  0.3697  0.0969  -1.2215  -1.17
C  0.2809  0.0891  1.2877  -1.05
C  -0.4557  0.1186  -0.0212  -0.01
Br  -1.2275  -2.2363  -0.1265  -0.26
I  -2.2533  1.2482  0.0162  0.20
H  -0.3989  -0.0151  -1.9095  0.42
H  0.8235  1.0343  -1.3850  0.41
H  1.1510  -0.6454  -1.3161  0.37
H  -0.1491  -0.3884  2.1786  0.36
H  0.7303  1.1568  1.4379  0.33
H  1.1293  -0.4587  1.0593  0.39

***

#b
ORCA calculation (ωB97M-V/def2-TZVPD) on a molecular structure, C3H6BrI.

Highest occupied orbital energy, Ha: -0.352
Frontier orbital gap, hartree: 0.360
Net charge: 0

Each line ends with the Mulliken charge.
Positions of all 11 atoms, in Å:
C  1.4928  -0.4616  -0.4021  -0.92
C  -0.0187  0.0966  -0.3801  -0.91
C  -1.2770  0.0428  0.6338  -0.27
Br  -2.4555  1.2382  -0.3466  -0.10
I  -0.8487  0.8057  2.5924  0.07
H  1.9871  0.1741  -1.0753  0.31
H  1.6750  -0.3294  0.6762  0.26
H  1.4889  -1.4530  -0.7650  0.29
H  0.1950  1.0944  -0.5939  0.45
H  -0.4772  -0.2691  -1.2675  0.41
H  -1.7617  -0.9386  0.9281  0.43

***

Winner for stability: #b

***

#a
ORCA calculation (ωB97M-V/def2-TZVPD) on 7 unconnected molecules or ions with the total composition C14H42O7.

Highest occupied orbital energy, Ha: -0.358
Frontier orbital gap, hartree: 0.374
Net charge: 0

Each line ends with the Mulliken charge.
Positions of all 63 atoms, in Å:
C  -2.8759  -1.1411  -3.2246  -1.29
C  -1.8567  -2.1400  -2.7204  0.72
C  -2.0728  -2.3857  -1.2021  -1.04
O  -2.1928  -3.4018  -3.3409  -0.58
H  -2.7924  -1.0266  -4.3033  0.33
H  -2.8327  -0.1999  -2.6731  0.25
H  -3.8860  -1.4766  -2.9743  0.37
H  -0.7979  -1.9309  -2.8872  0.13
H  -3.0400  -2.8647  -1.0554  0.41
H  -2.0910  -1.4799  -0.5847  0.01
H  -1.2828  -3.0048  -0.7673  0.38
H  -1.5614  -4.0461  -3.0036  0.32
C  -2.3101  -1.8442  2.7731  -0.90
C  -1.3558  -1.1614  3.7445  0.88
C  -1.4707  -1.7516  5.1469  -1.75
O  -0.0096  -1.3856  3.2379  -0.56
H  -1.9215  -2.8081  2.4537  0.30
H  -2.4559  -1.2452  1.8717  -0.04
H  -3.2898  -1.9114  3.2488  0.40
H  -1.4781  -0.0803  3.8218  0.11
H  -0.7710  -1.3078  5.8637  0.48
H  -1.3464  -2.8328  5.1811  0.41
H  -2.4224  -1.4041  5.5597  0.42
H  0.4900  -1.8277  3.9274  0.27
C  3.6304  -2.0319  -1.6712  -1.36
C  3.7579  -0.6839  -0.9678  0.73
C  3.6794  0.4968  -1.9090  -1.16
O  2.7923  -0.6126  0.0762  -0.50
H  3.6155  -2.8557  -0.9578  0.35
H  4.3590  -2.1978  -2.4606  0.39
H  2.6343  -2.0842  -2.1280  0.21
H  4.7355  -0.6573  -0.4671  0.24
H  4.3912  0.3182  -2.7223  0.46
H  3.8967  1.4598  -1.4525  0.34
H  2.7101  0.5291  -2.4162  0.06
H  3.1329  0.0086  0.7493  0.19
C  -0.8794  3.1787  -3.4150  -1.67
C  -0.1361  2.3421  -2.3922  1.27
C  0.7194  3.1572  -1.4655  -1.07
O  -1.0998  1.5667  -1.6844  -0.48
H  -0.1915  3.6819  -4.1029  0.43
H  -1.5091  3.9623  -2.9934  0.36
H  -1.4784  2.5722  -4.0969  0.37
H  0.5429  1.6610  -2.9231  -0.12
H  1.2753  2.5780  -0.7267  -0.01
H  0.1779  3.9337  -0.9165  0.33
H  1.4401  3.7233  -2.0670  0.40
H  -0.6486  1.1028  -0.9651  0.08
C  2.5176  1.6236  2.3246  -0.20
O  3.8561  1.2660  1.9179  -0.58
H  2.5659  2.6211  2.7684  0.37
H  1.9028  1.6607  1.4350  -0.21
H  2.1022  0.9685  3.0901  0.25
H  4.4217  1.2031  2.6911  0.27
C  -2.6614  1.9439  1.5753  -0.41
O  -1.3219  2.0240  2.0251  -0.56
H  -2.8133  2.2463  0.5354  0.15
H  -3.0265  0.9138  1.6546  0.13
H  -3.2736  2.5836  2.2081  0.33
H  -0.7909  1.3964  1.5053  0.25
O  0.0275  0.0066  0.5931  0.20
H  -0.2857  -0.5230  1.3427  -0.07
H  0.8552  -0.4251  0.3158  0.21

***

#b
ORCA calculation (ωB97M-V/def2-TZVPD) on 7 unconnected molecules or ions with the total composition C14H42O7.

Highest occupied orbital energy, Ha: -0.364
Frontier orbital gap, hartree: 0.371
Net charge: 0

Each line ends with the Mulliken charge.
Positions of all 63 atoms, in Å:
C  -4.9531  -0.3708  -0.7284  -1.20
C  -5.2510  0.9609  -1.3801  0.71
C  -4.3444  2.0787  -0.8442  -1.46
O  -5.0440  0.7852  -2.7471  -0.51
H  -4.4780  -0.1777  0.2334  0.31
H  -4.2358  -1.0272  -1.2212  0.30
H  -5.8991  -0.8562  -0.4885  0.31
H  -6.2957  1.1893  -1.1693  0.14
H  -4.3826  2.1955  0.2389  0.39
H  -4.6346  3.0505  -1.2436  0.43
H  -3.2879  1.9518  -1.0804  0.32
H  -5.1089  1.6695  -3.1151  0.29
C  0.6678  4.6799  2.7019  -0.99
C  -0.7488  4.6340  3.2007  -0.21
O  -0.7746  5.1478  4.4672  -0.52
H  1.3666  4.1882  3.3786  0.31
H  1.1635  5.6392  2.5535  0.28
H  0.8107  3.9690  1.8880  0.33
H  -1.1370  3.6258  3.0561  0.23
H  -1.4206  5.2000  2.5554  0.26
H  -0.2819  4.6557  5.1281  0.32
C  -1.1975  -2.5684  4.8369  -1.02
C  -0.5691  -1.5125  5.6712  -0.19
O  0.7493  -1.3465  5.1529  -0.50
H  -1.2064  -2.3568  3.7677  0.24
H  -2.1938  -2.8267  5.1958  0.36
H  -0.6433  -3.4726  5.0887  0.27
H  -0.5989  -1.8347  6.7121  0.26
H  -1.0756  -0.5473  5.6680  0.30
H  1.1184  -0.6248  5.6672  0.29
C  7.5578  -1.1360  -1.4730  -1.07
C  6.3971  -2.1407  -1.4683  -0.15
O  6.1833  -2.3858  -0.0605  -0.50
H  7.6237  -0.2667  -0.8187  0.31
H  7.5190  -0.6754  -2.4601  0.31
H  8.5207  -1.6161  -1.2987  0.29
H  6.7530  -3.0251  -1.9968  0.20
H  5.5777  -1.8156  -2.1094  0.31
H  5.2413  -2.4919  0.0908  0.28
C  -3.8864  -4.2121  -6.0588  -1.06
C  -4.2248  -2.7472  -5.7639  -0.18
O  -3.3427  -2.4111  -4.7485  -0.49
H  -2.8272  -4.3905  -6.2446  0.29
H  -4.3528  -4.5115  -6.9974  0.33
H  -4.2722  -4.7593  -5.1987  0.28
H  -5.2357  -2.7069  -5.3581  0.28
H  -3.9739  -2.0432  -6.5574  0.29
H  -3.7412  -1.6269  -4.3641  0.26
C  0.5282  -1.6362  -0.2278  -0.99
C  1.5452  -0.8343  0.5727  -0.09
O  2.2279  -1.6074  1.5091  -0.50
H  -0.0656  -1.1244  -0.9851  0.33
H  -0.1917  -2.1445  0.4137  0.22
H  1.0523  -2.4648  -0.7041  0.28
H  1.0218  -0.0239  1.0801  0.24
H  2.2942  -0.3914  -0.0838  0.22
H  1.8189  -1.3855  2.3488  0.27
C  4.7793  3.3380  -1.0231  -0.59
O  4.4852  2.9358  0.2456  -0.45
H  5.8501  3.3857  -1.2211  0.22
H  4.2422  2.6880  -1.7139  0.20
H  4.4001  4.3502  -1.1640  0.32
H  4.3815  3.7781  0.6944  0.30

***

Winner for stability: #a